Record 1
{"formula": "C25H29N4", "method": "the ωB97M-V functional and the def2-TZVPD basis", "total_charge": 1, "homo_energy_ev": -10.978, "e_above_lowest_ev": 0.975, "elements": ["N", "C", "H", "C", "H", "C", "H", "H", "N", "C", "H", "C", "C", "C", "N", "H", "H", "C", "H", "C", "H", "H", "H", "H", "C", "C", "H", "H", "H", "H", "C", "C", "H", "C", "H", "C", "H", "C", "H", "C", "H", "H", "C", "H", "H", "C", "H", "H", "C", "N", "C", "H", "C", "H", "C", "H", "C", "C"], "xyz": [[-0.21469, 0.93532, -0.89693], [1.21579, -0.34020, 2.59848], [-1.03488, -2.16961, -3.86748], [-1.66854, 0.73944, 1.96127], [2.39158, 0.86921, -2.05022], [-4.21893, -0.32396, 2.46196], [5.12362, 0.38042, 2.35598], [1.87740, 3.07875, -1.43356], [-0.35821, -2.11437, -1.82720], [1.19595, -2.67144, 3.13733], [2.22065, 2.73692, 1.65488], [-1.17093, -2.55162, -2.85911], [2.62377, -0.36434, 2.69137], [1.46514, 1.22478, -2.52140], [3.10459, 0.88054, 2.26709], [-2.34442, 2.45324, 3.07993], [4.76659, 1.87329, 1.44200], [4.50057, 1.27516, 2.31860], [-6.11202, -0.28577, 3.44388], [-3.85106, 0.90943, 3.00496], [-0.45125, 0.36376, -2.91660], [4.42195, -1.52274, 2.92226], [-0.57864, -1.41646, 3.04142], [-0.17813, -2.73444, 0.24543], [2.59741, -2.70365, 3.12273], [-2.62186, 1.46414, 2.71236], [-1.28408, -1.12850, 0.88776], [-0.52894, 2.50390, 1.58908], [-1.04399, 2.86420, -1.39791], [-2.27105, -4.37392, -0.44106], [3.33598, -1.52890, 2.94578], [0.84891, 0.97332, 2.05861], [0.62250, -3.58618, 3.28717], [0.30195, 0.30175, -2.09651], [4.71578, 1.88432, 3.20582], [1.06647, 2.61870, -2.00445], [-1.13631, 0.64223, -0.60206], [-3.31588, -1.02382, 1.64933], [-5.52344, -1.91192, 3.01898], [2.06930, 1.68234, 1.89987], [0.77963, 3.29368, -2.81550], [-4.54614, 1.44412, 3.64675], [-0.69650, -2.83065, -0.69836], [-6.17376, -0.84528, 1.76984], [-3.61498, -1.97055, 1.19768], [-5.58383, -0.87193, 2.69083], [3.10484, -3.65851, 3.26476], [0.15918, 2.82773, -0.09398], [-1.74577, -3.66348, -1.06336], [-2.01702, -3.45688, -2.39602], [-0.42512, 1.41727, 1.71284], [1.45408, -1.28952, -1.15009], [-2.02566, -0.53820, 1.44321], [1.26325, -1.41394, -2.92344], [0.49816, -1.47433, 2.93571], [1.60918, 1.21185, -3.60798], [-0.10949, 2.38191, -1.05132], [0.74632, -1.16074, -1.98257]], "forces_ev_per_angstrom": [[0.162, -0.144, 0.424], [0.728, 0.273, -0.170], [-0.312, -0.226, 0.237], [-1.104, -0.545, -0.416], [-0.110, 0.137, -0.093], [0.170, 0.162, -0.297], [-0.100, 0.210, -0.114], [0.039, 0.035, -0.348], [0.234, -0.053, -0.328], [-0.231, 0.435, 0.089], [0.042, -0.528, -0.165], [0.026, -0.410, 2.029], [-0.755, -0.486, -0.609], [-0.029, -0.258, 0.130], [-1.229, 1.468, -0.410], [-0.202, -0.207, -0.047], [-0.123, -0.243, 0.073], [0.492, 0.364, 0.057], [-0.021, -0.138, -0.033], [0.049, -0.103, 0.055], [0.185, -0.217, 0.312], [-0.189, -0.200, 0.157], [0.208, -0.303, -0.170], [0.129, 0.063, -0.212], [0.080, 0.221, 0.040], [0.446, -0.041, -0.413], [-0.593, 0.474, 0.133], [0.086, -0.508, -0.229], [0.339, -0.251, 0.035], [-0.022, 0.050, -0.233], [-0.104, -0.245, -0.076], [-0.722, -0.370, -0.128], [0.255, 0.211, 0.129], [-0.248, 0.202, -1.149], [-0.192, -0.245, -0.093], [0.057, -0.035, -0.092], [-0.041, -0.140, -0.455], [0.696, 0.175, 0.088], [-0.108, 0.061, -0.010], [0.886, -0.749, 0.861], [0.159, -0.108, 0.136], [0.068, -0.066, -0.145], [-0.652, -0.471, -0.368], [0.075, -0.034, 0.056], [0.111, 0.211, 0.119], [-0.297, -0.075, 0.155], [-0.067, 0.346, -0.033], [-0.237, 0.194, -0.153], [1.115, 1.301, -0.497], [-0.058, -0.006, -0.660], [1.438, 0.560, 2.034], [-0.235, 0.031, -0.194], [-0.005, 0.438, 0.279], [-0.065, 0.072, 0.388], [0.112, -0.646, 0.138], [0.011, -0.075, 0.279], [-0.178, 0.387, -0.050], [-0.168, 0.047, -0.039]]}

=====

Record 2
{"formula": "C25H29N4O3S3SiTi", "method": "the ωB97M-V functional and the def2-TZVPD basis", "total_charge": 0, "spin_multiplicity": 2, "homo_energy_ev": [-7.313, -8.276], "s2": 0.76, "e_above_lowest_ev": 0.168, "elements": ["C", "H", "Si", "H", "H", "S", "C", "C", "H", "H", "S", "Ti", "C", "C", "N", "H", "O", "C", "H", "H", "H", "H", "C", "C", "H", "N", "N", "C", "H", "H", "H", "H", "H", "H", "O", "C", "C", "N", "H", "C", "H", "H", "C", "C", "C", "C", "O", "C", "C", "H", "H", "H", "C", "H", "C", "C", "C", "H", "S", "C", "H", "H", "H", "C", "H", "C"], "xyz": [[-1.47534, -1.94419, 0.65592], [-1.24583, -2.78345, -0.00781], [-1.55573, -2.63030, 2.39613], [3.76205, 0.35934, 2.07113], [-2.38884, -1.84590, 4.57945], [0.02120, -1.35980, -2.09999], [4.82684, -1.24001, 1.14583], [-2.49162, 2.55300, 2.54396], [0.51353, 2.52641, 4.11136], [-1.28357, -0.65279, 3.89848], [-1.84435, 0.78550, -1.39894], [-0.28584, -0.33770, 0.10720], [-2.82103, -4.00241, 2.42256], [0.08663, -3.35560, 2.91946], [-0.36365, -1.56646, -5.74697], [-0.04408, -3.97920, 3.80772], [7.10828, -2.74825, 0.49646], [-1.17689, -0.22625, -2.63900], [1.39185, -2.71518, 0.24151], [0.51053, -3.98902, 2.13610], [-2.57988, -4.78057, 1.69440], [5.12782, -4.06760, -1.33207], [2.35872, -2.27910, 0.46899], [-2.08633, -1.35118, 3.65280], [4.24896, 0.58380, -1.38728], [1.22111, -0.43082, 1.47359], [-1.03688, 0.93638, 1.55418], [3.67715, -0.57632, 1.53504], [5.80274, -0.85133, 1.40523], [-1.66185, 3.71142, 4.17488], [0.41894, 1.67964, -3.07367], [-2.97051, 1.27843, 0.89916], [3.40432, -3.85840, -0.47655], [1.90747, 0.68964, 3.14115], [1.17100, 1.15895, -0.63818], [2.42677, -1.09107, 1.19552], [1.47580, 1.90338, -3.21299], [-3.25634, 1.64553, -4.73172], [-3.81830, -3.62399, 2.18534], [6.06020, -3.04411, -0.00138], [-2.48029, -1.60523, 0.37182], [-2.86263, -4.46680, 3.41144], [3.51166, -2.92611, 0.06659], [-2.48913, 0.86118, -4.38489], [-0.07212, 1.25258, 2.48016], [-1.52893, -0.11223, -3.95828], [6.01853, -3.98447, -0.97169], [3.36512, 0.50600, -2.01827], [2.21977, 0.92114, -4.12233], [-3.46084, 3.02916, 2.55188], [-2.94149, -0.77280, 3.29317], [1.57454, 2.93958, -3.53450], [1.12098, 0.50816, 2.41881], [4.12111, -0.14651, -3.93495], [3.60623, 0.71296, -3.50724], [4.76146, -2.40886, 0.39431], [-2.22560, 1.58066, 1.62285], [0.81888, -2.58242, 3.15874], [2.19854, 1.79886, -1.54364], [-1.48370, 2.92399, 3.45461], [1.68725, -0.02828, -4.16276], [2.28425, 1.30702, -5.13857], [2.84044, -0.43230, -1.82045], [-0.28156, 2.27926, 3.42076], [4.23619, 1.59057, -3.67521], [-0.90086, -0.93234, -4.95029]], "forces_ev_per_angstrom": [[0.252, -0.085, 0.245], [-0.023, -0.015, -0.018], [0.001, 0.062, -0.068], [-0.030, -0.004, 0.002], [0.009, 0.009, -0.007], [0.023, -0.069, 0.030], [-0.023, 0.066, 0.047], [-0.025, 0.053, 0.072], [-0.003, -0.002, -0.003], [-0.025, 0.000, 0.002], [0.018, -0.005, 0.013], [-0.091, -0.314, -1.420], [-0.114, -0.127, -0.005], [0.118, -0.059, 0.028], [0.007, -0.034, 0.016], [0.006, 0.022, -0.006], [0.012, 0.042, 0.013], [-0.041, 0.013, 0.055], [-0.005, 0.033, 0.007], [-0.003, -0.025, 0.036], [-0.010, 0.003, 0.016], [0.047, 0.002, -0.006], [-0.024, -0.157, -0.054], [-0.025, 0.109, 0.084], [-0.003, -0.028, -0.023], [0.010, -0.044, 0.461], [-0.049, 0.515, 0.447], [0.189, 0.049, -0.024], [-0.004, -0.005, 0.001], [-0.007, -0.006, -0.007], [0.001, 0.058, -0.058], [0.009, 0.006, -0.027], [0.002, 0.001, 0.005], [0.041, -0.016, -0.028], [0.014, 0.027, 0.371], [-0.294, 0.158, -0.043], [0.028, -0.075, -0.053], [0.001, 0.036, 0.013], [0.006, -0.017, 0.002], [-0.038, -0.058, -0.019], [-0.001, 0.047, -0.033], [-0.027, -0.010, -0.022], [-0.032, -0.002, -0.012], [0.112, -0.196, 0.011], [0.054, 0.025, -0.097], [0.000, 0.040, -0.145], [-0.064, 0.037, 0.029], [0.047, -0.049, -0.059], [0.023, 0.046, -0.009], [0.006, 0.003, 0.005], [0.006, -0.005, 0.029], [0.042, 0.001, 0.012], [0.038, -0.001, 0.052], [0.007, -0.001, -0.016], [-0.041, -0.011, -0.007], [0.067, -0.043, -0.032], [0.153, -0.175, -0.028], [0.016, -0.012, -0.010], [-0.180, 0.030, -0.001], [-0.052, 0.045, -0.001], [-0.019, -0.009, 0.029], [-0.023, -0.006, -0.012], [0.040, 0.012, 0.006], [-0.055, -0.059, 0.119], [0.017, -0.006, 0.016], [-0.091, 0.181, 0.080]]}

=====

Record 3
{"formula": "C25H29N5O7S", "method": "the ωB97M-V functional and the def2-TZVPD basis", "total_charge": 0, "homo_energy_ev": -8.053, "e_above_lowest_ev": 0.110, "elements": ["H", "H", "C", "C", "O", "C", "H", "H", "H", "C", "H", "C", "H", "H", "H", "H", "C", "C", "C", "H", "O", "H", "C", "O", "H", "C", "C", "H", "H", "H", "O", "C", "N", "N", "H", "C", "O", "S", "C", "C", "C", "H", "C", "C", "C", "O", "C", "C", "H", "H", "H", "H", "C", "N", "N", "H", "H", "H", "C", "H", "O", "C", "H", "H", "C", "N", "H"], "xyz": [[-7.57531, -2.01552, 0.11213], [2.92588, -3.08117, -3.77542], [4.75793, 0.45062, 0.05854], [1.51914, -1.40788, 1.28654], [5.11660, 1.02084, 2.34181], [-1.09978, 3.79871, -0.87807], [-1.99422, 6.96244, -1.20584], [5.23756, -0.50539, -0.16420], [-2.08820, -1.33636, -2.10909], [2.35753, -3.11708, -2.86874], [-0.05142, -2.68916, 0.60790], [3.82025, -0.99794, 1.94973], [7.01680, 0.54749, 1.67459], [3.24124, 1.02142, 1.51690], [0.94993, -6.08572, -2.75362], [-6.35791, -2.83714, -0.89440], [0.29181, 0.40253, -0.42241], [-3.54153, -1.18972, 1.47896], [0.58450, -1.91915, 0.15617], [4.72096, -1.61720, 1.95925], [1.52122, 0.50664, -0.45811], [2.51863, -5.79262, -3.52519], [1.94726, -5.67192, -2.61003], [-5.69600, -1.66137, 0.68399], [-4.02943, -0.90355, 4.67006], [4.16119, 0.42421, 1.47392], [-0.02563, 2.85749, -0.79053], [-2.55949, -1.61851, 3.96079], [1.48930, 4.16932, -0.93706], [-6.63222, -1.08013, -1.07471], [-4.14322, -1.16798, 2.69265], [1.26112, -2.53054, -1.02324], [-2.30675, 3.28290, -0.77485], [-2.03237, 5.96251, -1.10759], [6.70294, 2.26049, 2.05482], [-6.60109, -1.91123, -0.36257], [1.02842, -0.93900, 2.29065], [-2.27667, 1.67919, -0.56521], [5.81467, 1.54701, 0.16484], [-1.68014, -1.00817, -0.03725], [-0.54434, 1.56980, -0.60772], [3.99524, 0.64894, -0.68889], [-3.85276, -1.51558, -0.89943], [1.96816, -2.01308, -2.06975], [-0.89092, 5.24983, -1.04488], [1.19626, -3.88037, -1.13588], [-2.49816, -1.29362, -1.11239], [6.27728, 1.36006, 1.60823], [2.17803, -0.97832, -2.24447], [2.42948, -6.23192, -1.80974], [1.94229, 2.45907, -0.71764], [3.40723, -0.94467, 2.95850], [1.86474, -4.23060, -2.25715], [-0.28698, -0.80706, -0.21682], [1.26517, 3.18474, -0.90099], [-1.50994, -0.76225, 2.06556], [-2.90007, 0.11934, 3.74588], [-4.48171, -1.73066, -1.74756], [-3.35014, -0.87528, 3.81988], [5.35946, 2.53015, 0.04344], [0.22060, 5.75104, -1.11453], [-2.19565, -0.96857, 1.25851], [6.62459, 1.43566, -0.55234], [-2.91370, 5.48530, -1.02818], [-4.38850, -1.46360, 0.37582], [2.83305, -1.61394, 1.09380], [3.12228, -1.81905, 0.14747]], "forces_ev_per_angstrom": [[0.052, 0.000, -0.081], [0.119, -0.090, -0.207], [-0.028, 0.174, 0.201], [0.049, -0.603, -0.292], [-0.078, -0.103, 0.147], [-0.085, -0.690, 0.111], [0.059, -0.080, 0.008], [0.015, -0.077, -0.054], [0.081, 0.014, -0.102], [-0.200, -0.551, 0.222], [0.139, 0.171, -0.025], [0.081, 0.401, 0.313], [-0.024, 0.101, -0.015], [0.096, -0.077, -0.033], [-0.033, -0.088, -0.051], [0.003, 0.048, 0.017], [-0.031, 0.028, -0.113], [-0.061, -0.019, 0.012], [0.264, 0.095, 0.032], [-0.003, 0.066, 0.041], [0.051, -0.013, -0.046], [0.025, -0.006, -0.040], [-0.184, 0.164, 0.306], [0.443, 0.093, 0.210], [0.085, 0.013, -0.036], [-0.436, -0.344, -0.180], [-0.372, -0.593, -0.003], [-0.018, 0.029, -0.023], [0.018, -0.115, 0.003], [0.015, -0.035, 0.023], [-0.149, -0.069, -0.428], [0.237, 0.609, -0.394], [0.031, 0.358, -0.031], [-0.169, 0.157, -0.022], [0.032, -0.066, -0.037], [-0.162, -0.056, -0.207], [-0.188, 0.273, 0.304], [0.324, 0.349, -0.062], [0.013, -0.096, 0.256], [-0.393, -0.140, -0.199], [-0.514, 0.638, 0.004], [-0.016, -0.065, -0.076], [-0.253, -0.034, 0.084], [-0.338, -0.100, 0.492], [-0.354, 0.392, -0.045], [-0.110, -0.261, 0.171], [0.274, -0.035, 0.233], [0.307, 0.104, -0.169], [-0.002, 0.237, 0.047], [0.048, -0.093, -0.004], [-0.062, 0.121, -0.038], [0.103, -0.076, -0.067], [0.482, 0.127, -0.699], [0.101, -0.338, 0.072], [0.543, 0.153, 0.028], [0.069, 0.033, 0.123], [-0.004, -0.037, -0.013], [-0.120, -0.019, -0.046], [0.163, 0.056, 0.220], [0.017, 0.050, -0.027], [0.225, -0.020, 0.000], [-0.209, -0.043, 0.139], [0.032, 0.047, -0.051], [-0.022, 0.028, -0.001], [-0.123, 0.027, 0.131], [0.300, -0.104, -0.086], [-0.149, -0.021, 0.054]]}

=====

E for the records above, in order: -1188.80626, -3748.40436, -2168.75140 Ha